ORCA calculation (wB97M-V/def2-TZVPD) on a gas-phase ion, C7H15N2Si (charge +1) at a distorted geometry.

Properties
- energy relative to the best compared isomer or geometry (same formula, charge and spin) (kJ/mol) = 213.3
- lowest unoccupied orbital energy (eV) = -2.703
- SMILES = C=C[Si](C)(C)C1=[NH+]CCN1
- gap between HOMO and LUMO (eV) = 10.91
- HOMO energy (eV) = -13.6154

The geometry in ORCA input format:
```
! wB97M-V def2-TZVPD RIJCOSX def2/J DEFGRID3
* xyz 1 1
C 0.896 0.032 -0.023
C -2.331 2.018 -0.798
C -2.092 1.264 0.300
C 2.993 0.127 0.893
C 3.081 0.503 -0.575
C -1.800 -1.505 1.742
C -1.635 -1.351 -1.522
N 1.607 -0.154 1.076
N 1.665 0.459 -0.995
Si -1.332 -0.433 0.103
H -2.759 3.005 -0.838
H -1.940 1.767 -1.815
H -2.508 1.808 1.187
H 3.728 -0.790 1.164
H 3.268 0.973 1.443
H 3.333 1.490 -0.884
H 3.741 -0.082 -1.171
H -0.907 -1.112 2.397
H -2.636 -1.008 2.219
H -1.764 -2.655 1.706
H -1.950 -0.549 -2.216
H -0.785 -2.003 -1.933
H -2.497 -2.063 -1.388
H 1.310 -0.567 1.859
H 1.314 0.826 -1.932
*
```


ORCA calculation (wB97M-V/def2-TZVPD) on 2 unconnected molecules or ions with the total composition ClO5S2 at a distorted geometry.

Properties
- energy relative to the best compared isomer or geometry (same formula, charge and spin) (kJ/mol) = 146.7
- lowest unoccupied orbital energy (eV) = 0.969
- gap between HOMO and LUMO (eV) = 4.70
- HOMO energy (eV) = -3.7283

The geometry in ORCA input format:
```
! wB97M-V def2-TZVPD RIJCOSX def2/J DEFGRID3
* xyz -1 1
O -0.847 -1.390 1.920
O -2.343 -1.192 -0.008
O 0.159 -0.879 -0.253
O -1.040 0.735 0.646
O -0.504 1.443 -1.507
S -1.150 -0.841 0.637
S 0.233 0.962 -0.411
Cl 5.491 1.162 -1.025
*
```


ORCA calculation (wB97M-V/def2-TZVPD) on 7 unconnected molecules or ions with the total composition FH12O6 at a distorted geometry.

Properties
- energy relative to the best compared isomer or geometry (same formula, charge and spin) (kJ/mol) = 26.9
- lowest unoccupied orbital energy (eV) = 3.819
- gap between HOMO and LUMO (eV) = 10.89
- HOMO energy (eV) = -7.0731

The geometry in ORCA input format:
```
! wB97M-V def2-TZVPD RIJCOSX def2/J DEFGRID3
* xyz -1 1
F 14.937 22.055 11.340
O 12.679 21.126 10.454
H 12.175 21.943 10.363
H 13.520 21.450 10.854
O 13.793 22.008 13.787
H 14.195 21.218 14.228
H 14.204 22.002 12.861
O 16.855 24.114 11.242
H 17.635 23.667 10.859
H 16.194 23.419 11.467
O 16.744 20.707 12.602
H 15.985 21.204 12.144
H 17.345 21.411 12.838
O 13.589 24.140 10.526
H 14.109 23.360 10.697
H 13.345 24.071 9.595
O 15.314 21.854 8.772
H 15.220 21.956 9.757
H 15.004 20.964 8.705
*
```


ORCA calculation (wB97M-V/def2-TZVPD) on 2 unconnected molecules or ions with the total composition C3H9N4 at a distorted geometry.

Properties
- energy relative to the best compared isomer or geometry (same formula, charge and spin) (kJ/mol) = 346.7
- lowest unoccupied orbital energy (eV) = -4.064
- gap between HOMO and LUMO (eV) = 9.74
- HOMO energy (eV) = -13.8050

The geometry in ORCA input format:
```
! wB97M-V def2-TZVPD RIJCOSX def2/J DEFGRID3
* xyz 1 1
C 1.013 0.716 0.973
C 2.234 -1.268 0.956
C 0.319 -1.170 -0.376
N 1.929 -0.078 1.344
N 0.155 0.152 -0.014
N -0.647 -1.551 -1.182
N -1.868 1.648 -0.391
H 0.925 1.678 1.371
H 2.271 -1.952 1.770
H 2.893 -1.396 0.210
H -0.653 0.717 -0.144
H -1.477 -0.845 -1.331
H -0.667 -2.472 -1.519
H -2.758 1.326 -0.111
H -2.043 1.859 -1.367
H -1.625 2.636 -0.190
*
```


ORCA calculation (wB97M-V/def2-TZVPD) on a gas-phase ion, C2H6N5 (charge +1) at a distorted geometry.

Properties
- energy relative to the best compared isomer or geometry (same formula, charge and spin) (kJ/mol) = 449.1
- lowest unoccupied orbital energy (eV) = -5.562
- SMILES = Cn1nn[n+](C)n1
- gap between HOMO and LUMO (eV) = 10.84
- HOMO energy (eV) = -16.4046

The geometry in ORCA input format:
```
! wB97M-V def2-TZVPD RIJCOSX def2/J DEFGRID3
* xyz 1 1
C -2.490 0.307 -0.055
C 2.455 0.093 -0.006
N -0.651 -1.215 0.539
N 0.590 -1.245 0.508
N 0.146 0.727 -0.385
N -1.160 -0.200 -0.026
N 1.045 -0.037 -0.046
H -3.129 -0.380 -0.505
H -2.869 0.501 0.933
H -2.367 1.136 -0.827
H 2.762 1.201 0.141
H 2.819 -0.632 0.779
H 2.849 -0.256 -1.050
*
```


ORCA calculation (wB97M-V/def2-TZVPD) on 6 unconnected molecules or ions with the total composition C33H34BrF40O7 at a distorted geometry.

Properties
- lowest unoccupied orbital energy (eV) = 1.784
- gap between HOMO and LUMO (eV) = 4.34
- HOMO energy (eV) = -2.5521

The geometry in ORCA input format:
```
! wB97M-V def2-TZVPD RIJCOSX def2/J DEFGRID3
* xyz -1 1
C -2.238 -4.563 -2.294
O -1.546 -4.696 -1.012
C -1.841 -3.491 -0.235
C -1.042 -3.456 1.147
C -0.891 -2.001 1.799
C -2.189 -1.061 1.682
C -1.927 0.338 0.918
C -0.744 1.186 1.621
C 0.249 1.791 0.491
O 0.330 3.043 0.353
Br 1.340 0.646 -0.733
H -1.491 -4.639 -3.167
H -3.010 -5.396 -2.456
H -2.782 -3.550 -2.337
H -2.962 -3.461 0.039
H -1.592 -2.530 -0.819
H 0.020 -3.837 0.908
H -1.451 -4.210 1.918
H -0.698 -2.173 2.926
H 0.055 -1.477 1.412
H -3.092 -1.546 1.189
H -2.510 -0.794 2.760
H -1.511 0.021 -0.109
H -0.174 0.605 2.424
H -1.208 2.115 2.111
C -4.265 0.606 -1.771
C -3.594 -0.454 -2.671
C -3.493 -0.099 -4.154
F -4.701 0.067 -4.731
F -2.881 -1.101 -4.840
F -4.217 -1.648 -2.496
F -2.331 -0.624 -2.198
O -5.649 0.387 -1.448
C -6.617 0.848 -2.361
C -7.453 -0.290 -2.951
F -6.685 -1.183 -3.612
F -8.356 0.186 -3.849
F -6.028 1.609 -3.303
F -7.427 1.682 -1.659
H -3.752 0.550 -0.800
H -4.080 1.626 -2.115
H -2.908 0.812 -4.304
H -7.993 -0.825 -2.169
C -10.867 0.340 1.628
C -10.245 -0.692 0.663
C -10.250 -0.316 -0.818
F -11.495 -0.163 -1.307
F -9.670 -1.301 -1.557
F -10.836 -1.895 0.862
F -8.943 -0.848 1.040
O -12.218 0.106 2.050
C -13.255 0.578 1.217
C -14.126 -0.555 0.668
F -13.404 -1.429 -0.064
F -15.091 -0.065 -0.149
F -12.741 1.360 0.250
F -14.011 1.391 1.990
H -10.288 0.271 2.553
H -10.719 1.369 1.289
H -9.690 0.607 -0.997
H -14.605 -1.108 1.479
C 5.440 5.611 0.724
C 6.162 4.552 -0.137
C 6.359 4.904 -1.612
F 5.197 5.073 -2.262
F 7.012 3.895 -2.255
F 5.527 3.366 -0.004
F 7.404 4.376 0.411
O 4.044 5.411 0.967
C 3.136 5.893 -0.004
C 2.318 4.771 -0.650
F 3.114 3.870 -1.269
F 1.483 5.270 -1.595
F 3.797 6.652 -0.904
F 2.306 6.735 0.653
H 5.891 5.545 1.718
H 5.653 6.631 0.393
H 6.957 5.813 -1.726
H 1.720 4.238 0.098
C 11.954 2.115 -3.428
C 12.611 1.434 -2.208
C 12.518 -0.092 -2.159
F 11.249 -0.530 -2.096
F 13.139 -0.565 -1.047
F 12.120 1.987 -1.075
F 13.938 1.763 -2.241
O 10.644 2.664 -3.239
C 9.541 1.794 -3.402
C 8.733 1.626 -2.112
F 9.490 1.119 -1.112
F 7.705 0.764 -2.298
F 9.962 0.622 -3.916
F 8.761 2.358 -4.351
H 12.573 2.989 -3.652
H 12.011 1.500 -4.329
H 13.002 -0.546 -3.028
H 8.329 2.578 -1.777
C 2.925 -5.416 5.218
C 3.761 -4.532 6.168
C 3.078 -3.264 6.681
F 2.755 -2.414 5.691
F 3.912 -2.582 7.509
F 4.943 -4.241 5.575
F 4.066 -5.302 7.256
O 3.167 -5.273 3.814
C 2.467 -4.251 3.131
C 3.404 -3.194 2.539
F 4.143 -2.594 3.498
F 2.701 -2.216 1.921
F 1.529 -3.728 3.941
F 1.797 -4.866 2.134
H 3.222 -6.447 5.431
H 1.857 -5.385 5.451
H 2.172 -3.502 7.245
H 4.089 -3.640 1.814
*
```


Result set for M: 155.30; 179.58; 127.09; 101.13; 100.10; 1382.45 g mol⁻¹, one per record in the order listed.